DFT (ωB97M-V/def2-TZVPD) results for C35H41Cl2N2OP3W as an isolated structure.

Atoms and positions in Å:
P (2.737, -0.911, -2.644)
C (2.223, -2.575, -2.718)
C (2.187, -2.866, -4.111)
H (2.154, -2.013, -4.791)
C (2.377, -4.149, -4.596)
H (2.465, -4.295, -5.680)
C (2.457, -5.204, -3.668)
H (2.626, -6.206, -4.064)
C (2.330, -4.969, -2.290)
H (2.366, -5.847, -1.629)
C (2.165, -3.655, -1.802)
H (2.006, -3.511, -0.742)
C (1.552, 0.345, -3.008)
C (0.353, 0.129, -3.728)
H (0.001, -0.882, -3.927)
C (-0.376, 1.203, -4.242)
H (-1.282, 1.034, -4.832)
C (0.044, 2.519, -4.042)
H (-0.495, 3.360, -4.478)
C (1.202, 2.755, -3.305)
H (1.595, 3.770, -3.193)
C (1.891, 1.693, -2.724)
H (2.755, 1.902, -2.093)
C (3.699, -0.497, -1.205)
C (4.865, -0.138, -1.887)
H (4.829, -0.258, -2.972)
C (5.983, 0.333, -1.236)
H (6.825, 0.623, -1.857)
C (5.973, 0.391, 0.157)
H (6.884, 0.720, 0.641)
C (4.833, 0.033, 0.862)
H (4.905, 0.060, 1.947)
C (3.659, -0.370, 0.209)
H (2.799, -0.606, 0.830)
W (-2.053, -1.011, 1.265)
C (-2.072, 1.091, 1.445)
C (-1.156, 2.034, 1.061)
H (-2.957, 1.476, 1.936)
C (0.139, 1.454, 0.562)
O (1.317, 1.890, 1.411)
H (2.208, 1.596, 1.086)
C (-0.225, 0.018, 0.781)
H (0.427, 1.682, -0.490)
C (-0.146, -1.110, 1.437)
Cl (-4.063, -0.844, 2.466)
Cl (-1.935, -3.313, 1.868)
P (-3.181, -1.493, -0.915)
C (-4.417, -2.784, -0.563)
H (-5.146, -2.434, 0.179)
H (-3.904, -3.660, -0.150)
H (-4.928, -3.062, -1.493)
C (-4.055, 0.053, -1.320)
H (-3.322, 0.865, -1.434)
H (-4.747, 0.326, -0.510)
H (-4.616, -0.069, -2.257)
C (-2.227, -2.005, -2.309)
H (-1.410, -2.649, -1.989)
H (-1.800, -1.148, -2.828)
H (-2.857, -2.563, -3.003)
P (-1.401, 3.834, 1.030)
C (-2.893, 4.162, 1.977)
C (-1.548, 4.343, -0.698)
H (-2.735, 3.835, 3.016)
H (-3.746, 3.617, 1.551)
H (-3.111, 5.238, 1.970)
H (-0.747, 3.872, -1.290)
H (-1.452, 5.440, -0.766)
H (-2.527, 4.038, -1.098)
C (0.018, 4.716, 1.720)
H (-0.192, 4.966, 2.776)
H (0.182, 5.645, 1.138)
H (0.886, 4.036, 1.648)
H (0.522, -1.939, 1.166)
N (-1.432, -0.615, 9.468)
C (-1.249, -0.813, 8.328)
C (-1.124, -1.000, 6.902)
C (-1.764, -2.057, 6.256)
C (-1.914, -2.030, 4.868)
N (-1.401, -1.045, 4.116)
C (-0.667, -0.094, 4.698)
C (-0.448, -0.088, 6.089)
H (-2.180, -2.888, 6.804)
H (-2.490, -2.793, 4.341)
H (-0.262, 0.707, 4.057)
H (0.212, 0.654, 6.517)

Results
Energy relative to the best compared isomer or geometry (same formula, charge and spin) ... 2.439 eV
Multiplicity ... 3
Gap between HOMO and LUMO (spin up / spin down) ... 6.854 / 4.279 eV
Net charge ... +2


DFT (ωB97M-V/def2-TZVPD) results for C35H41F3N5O6RhSSi2 as an isolated structure.

Atoms and positions in Å:
Rh (0.230, 0.020, -0.181)
C (2.372, -2.757, 0.766)
C (2.821, -1.355, 0.921)
N (2.142, -0.270, 0.576)
C (2.795, 0.812, 1.119)
C (3.938, 0.378, 1.721)
N (3.936, -0.986, 1.572)
C (5.034, 1.020, 2.493)
O (4.945, 2.315, 2.684)
O (5.947, 0.332, 2.891)
C (2.049, 2.091, 1.282)
O (2.634, 3.080, 1.750)
O (0.835, 2.015, 0.949)
H (1.292, -2.791, 0.926)
H (2.847, -3.384, 1.515)
H (2.594, -3.157, -0.222)
H (4.633, -1.582, 1.991)
H (4.077, 2.690, 2.306)
C (-3.055, 2.829, 6.528)
C (-2.349, 1.860, 5.625)
C (-1.696, 2.299, 4.478)
C (-1.020, 1.415, 3.654)
C (-1.007, 0.069, 3.984)
C (-1.647, -0.396, 5.123)
C (-2.314, 0.505, 5.937)
S (-0.092, -1.063, 2.980)
O (1.280, -0.655, 3.022)
O (-0.406, -2.399, 3.418)
N (-0.679, -0.807, 1.467)
C (-2.059, -0.986, 1.310)
C (-2.915, -1.613, 2.189)
C (-4.298, -1.674, 1.950)
C (-4.857, -1.142, 0.826)
C (-4.013, -0.529, -0.126)
C (-4.501, 0.004, -1.335)
C (-3.632, 0.528, -2.238)
C (-2.262, 0.543, -1.932)
N (-1.768, 0.110, -0.790)
C (-2.626, -0.450, 0.122)
H (-3.230, 3.778, 6.028)
H (-2.458, 3.026, 7.418)
H (-4.013, 2.432, 6.858)
H (-1.708, 3.350, 4.229)
H (-0.494, 1.770, 2.772)
H (-1.618, -1.447, 5.361)
H (-2.815, 0.150, 6.827)
H (-2.529, -2.091, 3.070)
H (-4.919, -2.169, 2.681)
H (-5.916, -1.200, 0.637)
H (-5.563, -0.036, -1.538)
H (-3.963, 0.917, -3.188)
H (-1.564, 0.915, -2.656)
C (2.198, -1.381, -4.385)
Si (2.410, -1.149, -2.516)
C (3.331, 0.490, -2.312)
C (3.666, -2.454, -2.006)
C (0.630, -1.214, -1.819)
Si (-0.312, -2.864, -1.969)
C (-1.891, -2.616, -2.964)
C (-0.861, -3.661, -0.365)
C (0.618, -4.204, -2.911)
H (2.987, -0.842, -4.907)
H (1.245, -1.008, -4.756)
H (2.274, -2.422, -4.673)
H (4.376, 0.274, -2.092)
H (2.965, 1.126, -1.522)
H (3.330, 1.068, -3.232)
H (4.412, -2.474, -2.802)
H (3.275, -3.460, -1.922)
H (4.192, -2.202, -1.090)
H (0.108, -0.615, -2.576)
H (-2.696, -2.184, -2.373)
H (-2.231, -3.596, -3.301)
H (-1.747, -2.000, -3.849)
H (-1.248, -2.955, 0.359)
H (-0.083, -4.246, 0.117)
H (-1.669, -4.351, -0.617)
H (0.760, -3.938, -3.953)
H (0.008, -5.106, -2.889)
H (1.582, -4.459, -2.495)
F (0.725, 5.960, -4.711)
C (-0.206, 5.751, -3.769)
F (-1.405, 5.804, -4.386)
F (-0.158, 6.789, -2.922)
C (-0.021, 4.424, -3.060)
C (0.625, 3.372, -3.688)
C (0.720, 2.170, -3.007)
N (0.238, 1.980, -1.781)
C (-0.395, 3.001, -1.187)
C (-0.552, 4.235, -1.792)
H (1.044, 3.476, -4.676)
H (1.179, 1.316, -3.479)
H (-0.776, 2.823, -0.197)
H (-1.063, 5.032, -1.275)

Results
Gap between HOMO and LUMO (spin up / spin down) ... 7.329 / 7.327 eV


DFT (ωB97M-V/def2-TZVPD) results for C35H42BrN6O2PPbSSb as an isolated structure.

Atoms and positions in Å:
Pb (0.145, 0.300, 0.217)
C (-0.072, 3.027, -3.131)
C (-1.429, 2.409, -3.003)
C (-2.224, 2.146, -4.114)
C (-3.433, 1.499, -3.936)
C (-3.829, 1.164, -2.651)
C (-2.997, 1.502, -1.590)
N (-1.818, 2.097, -1.764)
Sb (-3.818, 1.339, 0.395)
C (-3.205, -0.664, 1.009)
C (-4.190, -1.269, 1.782)
C (-4.024, -2.580, 2.205)
C (-2.900, -3.262, 1.792)
C (-1.952, -2.611, 1.000)
C (-0.762, -3.374, 0.500)
N (-2.087, -1.324, 0.651)
C (-2.506, 2.640, 1.495)
C (-3.188, 3.497, 2.345)
C (-2.470, 4.438, 3.074)
C (-1.107, 4.475, 2.929)
C (-0.485, 3.567, 2.071)
C (1.009, 3.549, 1.978)
N (-1.174, 2.676, 1.358)
H (0.086, 3.465, -4.115)
H (0.682, 2.252, -2.973)
H (0.067, 3.789, -2.365)
H (-1.890, 2.443, -5.100)
H (-4.074, 1.286, -4.783)
H (-4.787, 0.692, -2.470)
H (-5.085, -0.720, 2.045)
H (-4.776, -3.064, 2.815)
H (-2.752, -4.305, 2.045)
H (-1.065, -4.383, 0.220)
H (0.009, -3.458, 1.268)
H (-0.315, -2.895, -0.368)
H (-4.266, 3.443, 2.427)
H (-2.976, 5.118, 3.747)
H (-0.502, 5.174, 3.491)
H (1.403, 4.552, 1.805)
H (1.341, 2.908, 1.164)
H (1.425, 3.177, 2.917)
Br (2.035, -1.435, 1.272)
C (3.353, 3.018, -1.635)
P (2.965, 1.379, -0.909)
C (4.335, 1.240, 0.291)
C (3.445, 0.218, -2.229)
C (3.986, -1.025, -1.901)
C (4.267, -1.955, -2.891)
C (4.015, -1.656, -4.222)
C (3.475, -0.424, -4.559)
C (3.186, 0.503, -3.570)
H (4.408, 3.077, -1.905)
H (3.129, 3.789, -0.896)
H (2.750, 3.220, -2.517)
H (5.297, 1.285, -0.221)
H (4.257, 0.317, 0.861)
H (4.261, 2.075, 0.989)
H (4.175, -1.279, -0.866)
H (4.688, -2.914, -2.619)
H (4.247, -2.378, -4.994)
H (3.284, -0.178, -5.596)
H (2.760, 1.456, -3.856)
O (-0.360, 1.925, 4.294)
C (-0.356, 0.785, 3.866)
O (-0.243, 0.380, 2.661)
C (-0.520, -0.354, 4.916)
N (-0.369, -1.677, 4.198)
C (0.703, -2.471, 4.871)
C (1.601, -1.388, 5.443)
C (0.599, -0.355, 5.963)
H (-1.513, -0.288, 5.356)
H (-0.071, -1.357, 3.242)
H (-1.246, -2.180, 4.089)
H (1.177, -3.119, 4.138)
H (0.241, -3.065, 5.660)
H (2.222, -0.970, 4.649)
H (2.251, -1.779, 6.223)
H (1.013, 0.646, 6.054)
H (0.217, -0.654, 6.940)
S (-0.126, -0.734, -2.776)
C (-0.398, -2.241, -3.430)
N (-0.901, -2.303, -4.713)
C (-1.124, -3.454, -5.377)
C (-0.855, -4.633, -4.760)
C (-0.364, -4.539, -3.441)
N (-0.146, -3.419, -2.803)
H (-1.094, -1.410, -5.146)
H (-1.510, -3.367, -6.382)
H (-1.014, -5.580, -5.250)
H (-0.140, -5.447, -2.889)

Results
Energy relative to the best compared isomer or geometry (same formula, charge and spin) ... 0.563 eV
Gap between HOMO and LUMO ... 7.595 eV
Net charge ... +1